# 1
{"formula": "C3H6NOP", "method": "ωB97M-V/def2-TZVPD", "relative_energy_kcal_mol": 58.8, "homo_energy_ev": -8.918, "max_force_ev_per_a": 4.8, "total_energy_ev": -16031.657, "gap_ev": 8.3, "species": ["C", "C", "C", "N", "O", "P", "H", "H", "H", "H", "H", "H"], "positions_angstrom": [[0.65903, -1.35353, -1.45030], [0.10334, 0.45564, 1.99289], [-0.51518, -0.77713, -1.92039], [1.58491, -1.72333, -0.90005], [-0.77494, 0.52443, -0.58902], [0.55901, 0.95382, 0.24143], [0.52049, -0.50814, 1.91868], [-0.98684, 0.52836, 2.17621], [0.67483, 1.15795, 2.62285], [-0.46570, -0.22661, -2.81340], [-1.34659, -1.41672, -1.56849], [-0.01235, 2.38526, 0.28961]], "forces_ev_per_a": [[0.379, -0.113, -0.385], [-0.337, 1.894, -1.394], [-1.607, 1.409, 4.301], [1.339, -0.674, 0.588], [-0.045, -2.593, -2.758], [-1.211, 2.695, 0.574], [0.190, -1.477, 1.059], [0.760, -0.267, -0.049], [-0.172, -0.606, 0.047], [-0.408, 0.466, -1.008], [0.059, 0.748, -1.073], [1.053, -1.482, 0.096]]}

=====

# 2
{"formula": "C7H6S", "method": "ωB97M-V/def2-TZVPD", "relative_energy_kcal_mol": 187.6, "homo_energy_ev": -8.964, "max_force_ev_per_a": 9.3, "total_energy_ev": -18182.654, "gap_ev": 9.3, "species": ["C", "C", "C", "C", "C", "C", "C", "H", "H", "H", "H", "H", "H", "S"], "positions_angstrom": [[-0.12020, -0.07864, -0.10802], [-1.39974, -0.53883, -0.62958], [-2.58219, 0.22370, -0.73633], [-0.12831, 0.99474, 0.78728], [-0.01006, 1.89160, 1.66172], [1.01695, 0.19553, -1.13138], [2.01298, 0.95765, -1.66123], [1.65474, -0.88467, 1.25487], [-1.41075, -1.48436, -1.20614], [-2.68986, 1.36645, -0.32883], [-3.33273, -0.26717, -1.52341], [-0.15079, 2.57046, 2.63558], [3.21407, 1.54435, -1.82367], [0.62367, -1.54497, 0.74355]], "forces_ev_per_a": [[3.021, -1.394, -1.496], [-4.563, 1.812, -2.133], [1.976, -0.587, -0.977], [0.229, 5.640, 5.311], [-1.353, -1.913, -0.623], [6.162, 6.081, -3.437], [-3.033, -3.387, 3.612], [0.273, 0.183, 0.064], [0.248, 0.548, 0.603], [0.204, -3.258, -1.029], [1.249, 1.475, 2.330], [0.608, -1.882, -3.080], [-4.648, -2.500, 0.358], [-0.373, -0.818, 0.494]]}

=====

# 3
{"formula": "C6H10N2", "method": "ωB97M-V/def2-TZVPD", "relative_energy_kcal_mol": 142.8, "homo_energy_ev": [-7.637, -8.923], "max_force_ev_per_a": 2.0, "total_energy_ev": -9358.246, "gap_ev": [7.0, 8.6], "species": ["C", "C", "C", "N", "H", "H", "H", "H", "H", "C", "C", "C", "N", "H", "H", "H", "H", "H"], "positions_angstrom": [[-0.28750, 0.49452, 0.98227], [-0.07602, 0.24140, -0.69208], [0.78448, -0.91447, -0.89968], [0.87584, 0.67711, 1.62130], [0.85154, 1.51588, 2.19819], [-1.07093, 1.25976, 1.08313], [-1.07295, 0.07823, -1.10981], [0.57990, -1.54699, -1.75702], [1.83305, -0.78326, -0.64835], [0.50102, 1.53678, -1.21712], [-0.96572, -0.92228, 1.45157], [-0.47835, -2.03802, 1.04826], [0.02931, 2.26528, -2.13358], [-0.82238, 1.87120, -2.54152], [1.40096, 1.86491, -0.69472], [-1.77825, -0.74287, 2.13943], [-0.69117, -3.09072, 1.07344], [0.38715, -1.76645, 0.09629]], "forces_ev_per_a": [[-1.306, -1.041, -1.140], [-0.280, 0.358, 0.843], [0.219, -0.167, -0.002], [0.831, 0.075, 0.378], [0.005, 0.044, -0.049], [0.138, 0.009, -0.035], [0.003, 0.041, 0.056], [0.049, 0.029, 0.006], [0.024, -0.022, -0.071], [-0.214, -0.054, 0.231], [0.151, 1.227, -0.079], [0.724, -0.265, -1.070], [0.033, 0.005, -0.023], [0.074, -0.060, 0.093], [0.087, -0.001, -0.062], [-0.054, -0.085, 0.113], [-0.161, -0.030, 0.312], [-0.325, -0.063, 0.498]]}

=====

# 4
{"formula": "C30H29FN11O6Pt", "method": "ωB97M-V/def2-TZVPD", "relative_energy_kcal_mol": 21.9, "homo_energy_ev": [-11.370, -11.364], "max_force_ev_per_a": 0.9, "total_energy_ev": -66215.494, "gap_ev": [7.5, 7.3], "charge": 1, "species": ["Pt", "C", "N", "C", "N", "C", "N", "C", "C", "C", "C", "C", "C", "C", "N", "N", "C", "O", "C", "C", "C", "C", "C", "C", "N", "C", "N", "C", "N", "C", "H", "H", "H", "H", "H", "H", "H", "H", "H", "H", "H", "H", "H", "H", "H", "H", "C", "N", "C", "C", "C", "O", "H", "H", "H", "H", "H", "H", "H", "H", "H", "F", "C", "C", "N", "C", "C", "O", "O", "C", "O", "N", "C", "O", "H", "H", "H", "H"], "positions_angstrom": [[-0.59092, 0.02796, -1.59704], [4.60504, 1.98103, -1.20445], [3.42207, 1.29010, -1.75871], [2.17235, 1.29234, -1.30675], [1.44392, 0.51753, -2.09715], [2.32420, 0.03332, -3.02562], [3.54007, 0.48433, -2.85018], [4.80278, 1.66682, 0.26145], [5.08274, 2.66172, 1.18827], [5.21312, 2.34566, 2.53699], [5.00408, 1.04682, 2.97696], [4.72336, 0.05293, 2.04702], [4.65797, 0.35975, 0.69546], [4.30289, -1.31225, 2.38915], [4.68426, -2.41460, 1.85054], [3.73269, -3.37784, 2.21015], [2.86240, -2.77142, 2.93549], [3.17151, -1.46571, 3.12507], [1.50941, -3.22261, 3.27659], [0.82984, -2.84171, 4.43129], [-0.51480, -3.15371, 4.56372], [-1.20093, -3.76551, 3.51726], [-0.52370, -4.12344, 2.35925], [-1.24163, -4.62017, 1.12838], [-0.99117, -3.69233, -0.00107], [-0.79099, -2.38549, 0.05369], [-0.63728, -1.94696, -1.19410], [-0.74636, -3.05971, -1.98601], [-0.96011, -4.13883, -1.28728], [0.84054, -3.89581, 2.26768], [4.49729, 3.05287, -1.35231], [5.44090, 1.63485, -1.80203], [1.79923, 1.85631, -0.45375], [2.05589, -0.63822, -3.82726], [5.19607, 3.69159, 0.86172], [5.44376, 3.12675, 3.25211], [5.05410, 0.80728, 4.03321], [4.45673, -0.44020, -0.01082], [1.34766, -2.29286, 5.20972], [-1.04866, -2.87674, 5.46708], [-2.26898, -3.94494, 3.60428], [-2.31507, -4.68220, 1.29205], [-0.89286, -5.59616, 0.80387], [-0.74553, -1.76997, 0.94419], [-0.67222, -3.05529, -3.06246], [1.39282, -4.18132, 1.37655], [-3.28221, 3.76444, -4.24230], [-2.47225, 3.35563, -3.08950], [-2.43019, 4.29530, -1.95855], [-1.73119, 2.26145, -3.09598], [-1.70114, 1.41058, -4.33187], [-1.04217, 1.97836, -2.06890], [-4.08196, 4.40531, -3.88443], [-3.73117, 2.90715, -4.73422], [-2.68817, 4.32608, -4.96638], [-2.12941, 5.27928, -2.32001], [-1.71277, 3.96140, -1.21811], [-3.42125, 4.38385, -1.51397], [-1.32947, 1.98701, -5.18039], [-2.69375, 1.03300, -4.57647], [-1.04055, 0.57046, -4.16003], [-4.30483, 0.45696, -2.42156], [-4.10363, 0.17854, -1.12412], [-3.63397, 1.10720, -0.29480], [-3.40223, 0.88531, 1.04114], [-2.39708, 1.73769, 1.69762], [-1.03246, 1.61758, 1.00608], [-0.31058, 2.60247, 0.94339], [-0.76690, 0.42237, 0.55240], [-3.72658, -0.33796, 1.61717], [-3.49032, -0.63051, 2.76759], [-4.36627, -1.21759, 0.74968], [-4.49211, -1.13711, -0.63877], [-4.86973, -2.06848, -1.30853], [-3.39109, 2.09780, -0.65223], [-2.29227, 1.41147, 2.72402], [-2.72660, 2.77285, 1.67372], [-4.67416, -2.08184, 1.16608]], "forces_ev_per_a": [[-0.166, 0.325, -0.470], [-0.168, -0.102, 0.122], [0.337, -0.013, -0.060], [-0.029, 0.286, 0.022], [-0.062, -0.742, -0.547], [0.105, 0.236, 0.209], [-0.233, 0.225, 0.305], [-0.097, 0.005, -0.094], [0.045, 0.065, 0.006], [-0.026, 0.027, 0.015], [0.018, 0.011, 0.046], [-0.077, 0.003, 0.039], [0.022, -0.093, -0.077], [-0.016, -0.268, -0.013], [-0.194, -0.218, 0.056], [0.257, 0.163, -0.068], [0.212, 0.014, -0.090], [-0.178, 0.259, 0.154], [0.012, 0.112, 0.051], [0.014, 0.000, 0.019], [-0.037, 0.029, 0.036], [-0.036, 0.000, 0.034], [-0.092, 0.001, -0.084], [0.057, 0.133, -0.035], [-0.051, -0.406, -0.003], [-0.035, -0.249, -0.065], [0.373, 0.308, 0.238], [0.019, 0.178, 0.202], [-0.092, 0.127, 0.428], [0.044, -0.092, -0.097], [-0.059, 0.046, -0.069], [0.073, -0.058, -0.128], [0.063, -0.170, -0.113], [0.012, 0.048, 0.118], [-0.018, -0.091, 0.040], [-0.024, -0.063, -0.059], [-0.014, 0.030, -0.080], [-0.041, 0.062, 0.056], [-0.042, -0.058, -0.041], [0.069, -0.027, -0.126], [0.109, 0.060, -0.027], [-0.060, 0.016, -0.018], [0.080, -0.029, -0.095], [-0.053, -0.093, -0.160], [0.023, 0.045, 0.103], [-0.061, 0.082, 0.053], [0.159, 0.008, 0.056], [-0.021, 0.283, 0.056], [0.022, -0.020, -0.196], [0.019, 0.001, -0.001], [-0.126, 0.048, 0.093], [-0.015, 0.069, 0.106], [-0.030, 0.020, 0.051], [0.008, -0.019, 0.036], [0.015, -0.019, 0.048], [-0.015, -0.036, -0.039], [0.026, -0.072, 0.048], [-0.038, -0.028, -0.012], [-0.038, 0.018, 0.021], [0.021, -0.005, 0.020], [0.134, -0.166, -0.011], [0.010, -0.012, -0.094], [-0.156, 0.028, -0.067], [0.197, 0.236, 0.167], [0.172, -0.108, 0.211], [-0.192, -0.124, -0.341], [0.281, 0.038, -0.194], [-0.167, -0.486, -0.137], [-0.437, 0.275, 0.310], [0.045, 0.032, 0.041], [0.007, 0.069, -0.272], [0.112, 0.098, -0.089], [0.071, -0.282, 0.076], [-0.017, 0.160, 0.071], [0.085, 0.016, -0.027], [-0.112, -0.055, 0.202], [-0.015, 0.052, 0.059], [0.012, -0.141, 0.079]]}